{
  "formula": "C32H56Ag2FN2O15",
  "method": "ωB97M-V/def2-TZVPD",
  "symbols": ["Ag", "Ag", "F", "O", "O", "O", "O", "O", "O", "O", "O", "O", "O", "O", "O", "O", "O", "O", "N", "N", "C", "C", "C", "C", "C", "C", "C", "C", "C", "C", "C", "C", "C", "C", "C", "C", "C", "C", "C", "C", "C", "C", "C", "C", "C", "C", "C", "C", "C", "C", "C", "C", "H", "H", "H", "H", "H", "H", "H", "H", "H", "H", "H", "H", "H", "H", "H", "H", "H", "H", "H", "H", "H", "H", "H", "H", "H", "H", "H", "H", "H", "H", "H", "H", "H", "H", "H", "H", "H", "H", "H", "H", "H", "H", "H", "H", "H", "H", "H", "H", "H", "H", "H", "H", "H", "H", "H", "H"],
  "positions_angstrom": [[3.508, -7.765, 2.746], [4.276, -3.668, 6.898], [5.072, -7.194, 6.000], [0.282, -10.232, 3.609], [10.196, 3.506, 7.279], [-4.611, -2.331, -5.809], [6.432, -3.664, -5.824], [-8.720, -6.717, -2.189], [-1.457, -11.178, 4.269], [9.297, 3.474, 5.247], [5.215, -1.966, -6.812], [0.202, -12.239, 3.611], [1.556, -3.851, 3.026], [-4.531, 2.419, 5.799], [-7.558, -6.382, -0.203], [-6.165, 1.338, 4.917], [-3.845, -4.503, -5.976], [-0.970, 4.344, -1.104], [-0.796, 5.724, -1.314], [-0.374, -11.221, 3.788], [5.613, -2.653, -5.825], [1.461, -1.757, 1.758], [-3.152, -2.985, -4.120], [-6.335, -6.867, 0.392], [1.037, 5.874, 0.322], [-3.072, 2.609, 5.688], [9.248, 3.239, 6.587], [0.603, 7.813, -1.040], [0.589, 6.288, -1.063], [-5.785, -7.903, -0.636], [-0.211, -3.624, 1.269], [-0.900, 5.868, -3.768], [-0.249, 8.534, -2.237], [8.032, 3.008, 4.674], [-3.914, -3.401, -5.379], [5.071, -2.572, -4.422], [-3.036, 5.690, -2.410], [-2.855, 2.241, 4.184], [-1.605, 7.830, -2.271], [-7.814, -6.968, -1.468], [7.130, 2.996, 5.846], [-4.664, -1.217, -4.924], [-5.033, 1.680, 4.834], [0.707, -3.004, 2.297], [-4.014, 1.359, 3.649], [1.634, 5.965, -2.019], [4.904, -4.060, -4.112], [-6.840, -8.136, -1.721], [-3.602, -1.637, -3.788], [6.263, -4.509, -4.627], [-1.592, 6.283, -2.425], [7.929, 2.559, 6.988], [0.340, 6.207, 1.090], [-4.889, -7.446, -1.055], [8.172, 2.021, 4.235], [-4.030, -1.337, -2.831], [4.198, -4.562, -4.774], [-2.096, 8.155, -1.353], [7.633, 3.676, 3.911], [-3.376, -3.755, -3.381], [-3.777, 0.297, 3.706], [-2.085, -2.826, -4.277], [-3.043, 4.602, -2.477], [-5.520, -8.893, -0.265], [0.108, 8.304, -0.202], [7.075, -4.449, -3.902], [1.667, 4.875, -2.036], [-2.702, -1.029, -3.699], [-3.708, 6.173, -3.119], [-4.474, 1.644, 2.703], [-6.470, -8.111, -2.746], [-4.430, -0.238, -5.344], [-6.686, -7.395, 1.279], [0.793, -1.119, 1.181], [-1.898, 1.719, 4.179], [-3.378, 6.023, -1.430], [8.006, 1.476, 7.086], [0.329, -3.752, 0.331], [1.560, 8.330, -1.107], [1.053, 4.784, 0.312], [-0.070, 6.353, -4.280], [-1.114, -3.052, 1.055], [-0.341, 4.961, -3.542], [2.692, 6.163, -1.842], [-0.316, 3.967, -1.697], [0.081, -2.549, 3.066], [-0.456, -4.648, 1.552], [6.630, 3.927, 6.115], [-5.690, -1.207, -4.557], [-1.613, 5.570, -4.537], [6.346, 2.309, 5.526], [-5.669, -6.006, 0.449], [2.074, 6.178, 0.466], [4.184, -1.951, -4.302], [1.949, -1.242, 2.586], [-2.733, 3.108, 3.534], [0.397, 8.430, -3.108], [7.633, 2.903, 7.979], [5.927, -2.023, -4.030], [-2.191, 8.154, -3.131], [1.511, 6.219, -3.071], [-0.376, 9.611, -2.127], [2.188, -1.793, 0.947], [-2.584, 1.988, 6.439], [6.144, -5.580, -4.792], [-7.330, -9.099, -1.572], [4.721, -4.186, -3.045], [-2.920, 3.688, 5.714]],
  "forces_ev_per_angstrom": [[0.34, 0.05, 0.87], [0.22, -0.89, -0.13], [-0.68, 0.84, -0.72], [1.39, 2.84, -0.99], [-0.96, -0.13, -0.26], [-0.28, -0.42, -1.34], [1.90, -2.50, -0.47], [-0.36, 1.01, 0.37], [-2.24, 0.04, 0.31], [-1.11, -0.30, -0.41], [2.41, -2.61, 3.31], [1.55, -3.71, -1.09], [-0.72, 0.54, -0.89], [2.05, 0.81, 1.27], [-0.51, -0.12, -1.98], [-1.11, -0.64, -0.53], [-0.58, 4.06, 2.12], [0.86, 0.58, -0.31], [-0.31, 2.24, 1.23], [-0.65, 0.86, 1.76], [-4.21, 3.12, -2.80], [0.17, 0.47, -0.34], [-0.18, -1.56, 0.12], [-1.32, -1.35, -1.62], [0.00, -1.21, -0.20], [-2.45, 0.37, -2.43], [1.98, -0.49, 0.80], [-2.87, 3.53, -1.26], [-1.07, 2.04, 1.34], [0.84, -0.18, -0.47], [0.59, -1.08, -0.52], [0.02, -1.37, -0.39], [1.30, -2.09, 0.66], [1.03, 1.08, -0.03], [1.23, -2.41, -1.78], [-1.00, 0.87, -0.98], [0.95, 1.10, 1.10], [1.41, -0.87, -0.44], [0.02, -0.21, -0.73], [0.49, -1.38, 0.90], [-3.17, -0.72, -0.54], [1.22, -1.01, 1.78], [-0.21, -0.91, -1.48], [0.92, 0.54, -0.19], [-0.24, 1.15, 3.04], [1.77, -3.06, -2.59], [1.36, 1.39, 0.64], [0.21, 1.25, 0.95], [-1.39, 3.34, 0.41], [-0.77, -0.50, 0.53], [1.31, -0.01, -1.12], [1.30, 0.10, 0.94], [0.24, 0.12, -0.02], [0.10, -0.28, -0.21], [0.14, -0.07, 0.10], [-0.48, -1.09, 0.29], [-0.57, 0.43, 0.38], [-0.40, -0.36, 0.04], [0.60, 0.17, -0.09], [0.40, 0.00, 0.11], [-0.18, 0.04, -0.21], [0.00, -1.28, -0.38], [-0.03, 0.22, -0.09], [0.24, 0.36, 0.64], [0.03, -0.73, 0.73], [0.19, 0.77, -0.30], [0.13, -0.65, -0.35], [-0.17, 0.63, -0.93], [0.35, -0.14, -0.33], [0.26, -0.04, 0.15], [-0.02, 0.14, 0.14], [0.09, -0.45, -0.65], [0.70, 0.60, 0.50], [-0.75, 0.32, 0.88], [0.11, -0.11, -0.53], [-0.44, -0.49, 0.21], [0.51, -0.06, -0.27], [0.04, 0.20, -0.19], [0.49, -0.91, 0.19], [-0.02, -0.20, 0.38], [-0.50, 1.29, 0.35], [0.11, 0.04, 0.27], [-0.38, -0.64, 0.05], [-0.23, 0.72, 0.87], [0.11, -0.81, -0.36], [-0.22, -0.02, 0.63], [-0.37, 0.11, 0.26], [0.25, 0.32, -0.60], [0.14, 0.20, 0.27], [-0.14, 0.21, -0.02], [-0.50, -0.11, 0.55], [-0.04, -0.29, 0.79], [-0.18, 0.34, 0.31], [0.11, -0.07, -0.32], [-0.26, 0.25, -0.11], [-0.05, 0.20, 0.39], [-0.51, -0.23, -0.54], [-0.08, 0.22, -0.20], [0.00, -0.41, 1.42], [-0.17, 0.36, 0.05], [-0.41, 0.41, 0.28], [0.07, -0.09, 0.54], [0.55, -1.42, 0.24], [0.10, 0.27, -0.20], [0.59, 0.11, -1.26], [-0.34, 0.24, -0.02], [0.00, -0.59, -0.17], [0.32, -0.23, 0.96]],
  "total_charge": 1,
  "spin_multiplicity": 3,
  "total_energy_ha": -2883.876554,
  "largest_force_ev_per_a": 5.94,
  "lumo_energy_ev": [-6.458, -6.605],
  "s2": 2.011
}